This record from the Open Molecules 2025 dataset describes 2 unconnected molecules or ions with the total composition C2H7NO2S2. The level of theory is ωB97M-V/def2-TZVPD.

As for the multiplicity: 1. The value obtained for the HOMO-LUMO gap is 0.363 Eh. For the LUMO energy, the calculation gives 0.53 eV. The energy above the lowest of the compared OMol25 structures with the same formula, charge and spin comes out at 257.98 kJ/mol. The calculation puts the HOMO energy at -9.36 eV.

Positions of all 14 atoms, in Å:
C1 0.64976 -0.09258 -1.12174
C2 -2.96669 -0.77332 0.30710
N1 -2.55370 -0.97553 1.42478
O1 -0.14838 1.30002 0.88011
O2 1.47287 2.39411 -0.63063
S1 -2.82116 0.62521 -0.83414
S2 1.13740 0.99161 0.27327
H1 1.42408 -0.86315 -1.45131
H2 -0.08037 -0.81624 -0.65242
H3 0.25883 0.58457 -1.89825
H4 -3.51948 -1.53115 -0.33382
H5 0.80967 3.07697 -0.50806
H6 -2.07585 -0.17941 1.81694
H7 -1.73931 1.01226 -0.07814

***

This record from the Open Molecules 2025 dataset describes a molecular structure, C2HBr2ClINO. The level of theory is ωB97M-V/def2-TZVPD.

As for the multiplicity: 1. The value obtained for the HOMO-LUMO gap (alpha / beta) is 0.237 / 0.304 Eh. For the LUMO energy (alpha / beta), the calculation gives -2.73 / -2.05 eV. The energy above the lowest of the compared OMol25 structures with the same formula, charge and spin comes out at 151.19 kJ/mol. The calculation puts the HOMO energy (alpha / beta) at -9.19 / -10.32 eV.

Positions of all 9 atoms, in Å:
C1 -0.57501 -1.64797 0.68851
C2 -2.65612 -0.40917 -0.34214
N1 -0.99771 -2.74795 0.50557
O1 0.06609 -0.69088 0.79156
Cl1 -2.46969 0.78063 0.74184
Br1 -2.11682 -0.10446 -2.12736
Br2 -4.11818 2.86824 0.84758
I1 -4.37408 -1.52666 -0.06471
H1 -1.94342 -2.97570 0.13231

***

This record from the Open Molecules 2025 dataset describes a molecular structure, C39H36ClDyN3Si2. The level of theory is ωB97M-V/def2-TZVPD.

The net charge is +1. As for the multiplicity: 6. The value obtained for the HOMO-LUMO gap (alpha / beta) is 0.245 / 0.245 Eh. For the LUMO energy (alpha / beta), the calculation gives -3.42 / -3.02 eV. The energy above the lowest of the compared OMol25 structures with the same formula, charge and spin comes out at 1.99 kJ/mol. The calculation puts the HOMO energy (alpha / beta) at -10.09 / -9.68 eV.

Positions of all 82 atoms, in Å:
C1 -1.72789 -0.31342 1.73242
C2 -2.38548 0.17211 0.56246
C3 -2.13864 -0.76468 -0.48648
H1 -3.01233 1.06073 0.51033
C4 -1.30072 -1.79960 0.02139
C5 -1.03325 -1.51802 1.39016
H2 -0.53806 -2.19757 2.07698
H3 -1.86018 0.07843 2.73426
H4 -2.59455 -0.76819 -1.47012
H5 -1.03663 -2.71627 -0.49934
Dy1 0.10703 0.32442 0.21482
Si1 0.54579 0.10079 -2.85164
C6 -0.33987 1.57758 -3.50944
C7 0.33552 2.28071 -4.52883
H6 1.32374 1.94310 -4.85222
C8 -0.25440 3.40708 -5.10443
H7 0.26996 3.94297 -5.89658
C9 -1.51466 3.85540 -4.68286
H8 -1.97871 4.72502 -5.16411
C10 -2.16798 3.17731 -3.64316
H9 -3.14179 3.53702 -3.30085
C11 -1.58160 2.05908 -3.03594
H10 -2.08766 1.57759 -2.19242
C12 -0.15784 -1.45999 -3.52037
C13 -1.31868 -1.42761 -4.31570
H11 -1.80659 -0.47381 -4.53013
C14 -1.86272 -2.62117 -4.80602
H12 -2.75454 -2.58361 -5.43357
C15 -1.28264 -3.85647 -4.49320
H13 -1.70222 -4.78434 -4.89677
C16 -0.16250 -3.89100 -3.64919
H14 0.27122 -4.85503 -3.37562
C17 0.38839 -2.70863 -3.14678
H15 1.23280 -2.74786 -2.45192
H16 1.99269 0.16393 -3.20756
Si2 2.91331 0.54017 -8.47739
C18 2.10360 -1.10844 -8.76022
C19 1.09547 -1.25345 -9.72875
H17 0.76021 -0.38823 -10.31076
C20 0.51373 -2.50905 -9.94871
H18 -0.27694 -2.61202 -10.69321
C21 0.94244 -3.62608 -9.22090
H19 0.49253 -4.60559 -9.39936
C22 1.95834 -3.48211 -8.26701
H20 2.30439 -4.34798 -7.70059
C23 2.54418 -2.23157 -8.04121
H21 3.34664 -2.12970 -7.30496
C24 1.70564 1.89000 -8.89254
C25 0.44053 1.90659 -8.29050
H22 0.15024 1.12143 -7.58411
C26 -0.45211 2.94296 -8.58633
H23 -1.43030 2.95465 -8.10391
C27 -0.09250 3.95542 -9.48314
H24 -0.79551 4.76104 -9.70611
C28 1.17211 3.93214 -10.08460
H25 1.45631 4.72019 -10.78363
C29 2.07468 2.90347 -9.79246
H26 3.06519 2.87288 -10.25803
H27 4.12033 0.63594 -9.34016
Cl1 3.46330 0.71250 -6.49894
N1 2.25830 2.13362 0.96837
C30 1.84209 1.78142 2.29271
C31 2.33565 2.43022 3.41940
C32 2.11730 1.83342 4.66186
C33 1.41448 0.62386 4.70926
C34 0.90979 0.06732 3.54397
N2 1.02587 0.71439 2.35400
C35 3.11220 1.15859 0.34880
C36 4.49129 1.32295 0.25677
C37 5.24831 0.22725 -0.17772
C38 4.58133 -0.94784 -0.54968
C39 3.19922 -1.01622 -0.48629
N3 2.47281 0.04637 -0.04140
H28 2.76089 3.01628 1.01486
H29 2.87156 3.36773 3.26908
H30 2.47872 2.29750 5.57916
H31 1.24254 0.09619 5.64238
H32 0.42086 -0.90842 3.50765
H33 4.91221 2.28831 0.53577
H34 6.33281 0.28602 -0.23936
H35 5.13449 -1.82077 -0.89286
H36 2.60944 -1.89088 -0.77422

***

This record from the Open Molecules 2025 dataset describes a molecular structure, C36H58As2AuFN2O9P. The level of theory is ωB97M-V/def2-TZVPD.

The net charge is +1. As for the multiplicity: 3. The value obtained for the HOMO-LUMO gap (alpha / beta) is 0.305 / 0.216 Eh. For the LUMO energy (alpha / beta), the calculation gives -2.17 / -4.70 eV. The calculation puts the HOMO energy (alpha / beta) at -10.47 / -10.58 eV.

Positions of all 110 atoms, in Å:
Au1 0.23601 -0.62915 0.62429
C1 3.92606 1.31020 -1.77387
C2 4.67856 0.28605 -0.92472
C3 5.91240 -0.21394 -1.66776
C4 5.13088 0.99033 0.35699
P1 3.36201 -1.06339 -0.47464
N1 2.29509 -0.33452 0.40585
C5 2.55834 -1.76654 -2.08676
C6 1.84837 -3.06652 -1.71925
C7 3.53303 -2.03223 -3.22821
C8 1.47712 -0.78699 -2.54934
C9 4.14137 -2.48979 0.59236
C10 5.02103 -1.83975 1.65973
C11 2.99810 -3.19146 1.32691
C12 4.98434 -3.47318 -0.20820
H1 4.53013 2.21119 -1.86747
H2 2.98697 1.57508 -1.28732
H3 3.73346 0.95116 -2.78096
H4 6.54579 0.64748 -1.88451
H5 5.67859 -0.68743 -2.61444
H6 6.50042 -0.90549 -1.06868
H7 5.40115 2.01814 0.12259
H8 6.00270 0.51805 0.79659
H9 4.33459 1.01548 1.09305
H10 2.54513 -3.87506 -1.52360
H11 1.22539 -3.37120 -2.55814
H12 1.20225 -2.91449 -0.85792
H13 4.38682 -2.62379 -2.91097
H14 3.88282 -1.10860 -3.67997
H15 3.01408 -2.59239 -4.00583
H16 0.77474 -0.56146 -1.73967
H17 0.91478 -1.24568 -3.36154
H18 1.87763 0.15296 -2.91348
H19 4.50687 -1.00721 2.13274
H20 5.97157 -1.50667 1.25354
H21 5.24112 -2.57460 2.43463
H22 2.35840 -2.45334 1.80888
H23 3.40976 -3.84121 2.09833
H24 2.39060 -3.80680 0.67397
H25 5.73914 -2.95943 -0.79739
H26 4.39004 -4.09472 -0.87086
H27 5.49780 -4.13584 0.48893
C13 -0.84278 -4.83408 0.80835
N2 -1.19402 -4.58998 -0.57396
C14 -1.32888 -5.74954 -1.42885
C15 -1.39200 -3.33761 -1.01540
C16 -1.81329 -3.20653 -2.45237
O1 -1.26735 -2.35920 -0.26591
H28 -1.47648 -5.62316 1.21407
H29 -0.99825 -3.91525 1.37257
H30 0.20434 -5.13765 0.89334
H31 -1.01308 -6.63290 -0.88017
H32 -0.69970 -5.65622 -2.31512
H33 -2.36348 -5.89170 -1.74985
H34 -2.77886 -3.68883 -2.59977
H35 -1.10556 -3.69087 -3.12002
H36 -1.90062 -2.15125 -2.69600
F1 -2.69545 0.56564 5.93732
C17 -2.07643 0.28458 4.77836
C18 -1.60241 -0.99709 4.56266
C19 -0.94792 -1.27885 3.37079
C20 -0.79381 -0.28943 2.41891
C21 -1.28170 0.98164 2.64960
C22 -1.92651 1.28694 3.83722
H37 -1.73124 -1.75208 5.32193
H38 -0.56221 -2.27394 3.21189
H39 -1.14166 1.77024 1.92226
H40 -2.27905 2.28700 4.04033
C23 2.18205 2.82339 1.57529
O2 0.94289 2.67961 0.89085
C24 0.30411 3.81118 0.55047
O3 0.79341 4.90729 0.56102
C25 -1.07588 3.48060 0.13316
C26 -2.08313 4.22479 0.59364
As1 -3.96874 4.23385 0.13568
C27 -4.56944 3.77123 1.96109
C28 -4.09682 2.42132 -0.59150
C29 -3.12422 1.52600 -0.75975
As2 -1.19858 1.76932 -0.77718
C30 -1.09527 2.45710 -2.62457
C31 -3.38228 0.14523 -1.21400
O4 -2.74939 -0.31743 -2.13895
O5 -4.24005 -0.49989 -0.44976
C32 -4.57819 -1.83731 -0.79097
C33 -5.48429 2.08698 -0.99923
O6 -5.79794 1.23995 -1.79384
O7 -6.34101 2.92594 -0.40171
C34 -7.72804 2.76269 -0.67718
C35 -1.82269 5.28460 1.59589
O8 -1.19498 5.11749 2.60814
O9 -2.51136 6.38299 1.27828
C36 -2.34801 7.51346 2.12692
H41 2.58377 1.81483 1.63293
H42 1.99968 3.22437 2.57457
H43 2.85182 3.49653 1.03677
H44 -4.19886 4.52151 2.65693
H45 -4.18008 2.79378 2.24439
H46 -5.65520 3.75871 2.01162
H47 -1.81750 3.26713 -2.74458
H48 -1.31263 1.66069 -3.33436
H49 -0.08700 2.83631 -2.79843
H50 -5.57282 -2.01570 -0.38869
H51 -3.86171 -2.51970 -0.33238
H52 -4.57328 -1.95869 -1.87414
H53 -8.19706 3.71871 -0.45931
H54 -8.14528 1.98604 -0.03247
H55 -7.87582 2.48484 -1.72203
H56 -3.20390 8.15885 1.94787
H57 -1.42051 8.02303 1.86365
H58 -2.30276 7.19525 3.16983

***

This record from the Open Molecules 2025 dataset describes a molecular structure, C7H11CuNO4. The level of theory is ωB97M-V/def2-TZVPD.

The net charge is +2. As for the multiplicity: 2. The value obtained for the HOMO-LUMO gap (alpha / beta) is 0.225 / 0.115 Eh. For the LUMO energy (alpha / beta), the calculation gives -9.81 / -12.80 eV. The calculation puts the HOMO energy (alpha / beta) at -15.93 / -15.93 eV.

Positions of all 24 atoms, in Å:
N1 -0.62685 -2.26690 -0.12343
C1 -0.87344 -1.13602 -1.10691
O1 -2.34310 -1.30245 -1.36065
C2 -3.14223 -0.45112 -0.41959
O2 -4.46040 -0.24980 -0.34808
C3 -2.01108 0.29815 0.55716
C4 -0.83540 0.41566 -0.57900
C5 0.59265 1.13888 -0.22645
C6 1.28422 0.66552 1.18311
O3 2.58264 0.00646 0.85357
C7 3.63109 1.03765 1.15363
O4 4.52082 0.73988 2.12580
H1 -0.33760 -1.92179 0.81920
H2 0.03458 -2.98448 -0.50172
H3 -0.23848 -1.15971 -2.09143
H4 -2.42421 1.33812 0.90641
H5 -1.66970 -0.32368 1.51709
H6 -1.31243 1.02096 -1.47146
H7 0.35242 2.30168 -0.10176
H8 1.36062 1.08507 -1.13795
H9 0.59040 0.01376 1.86718
H10 1.58214 1.65260 1.77366
H11 3.65089 2.08356 0.57876
Cu1 0.09245 -2.00203 -3.86713

***

This record from the Open Molecules 2025 dataset describes C20H16N6O2S in the gas phase. The level of theory is ωB97M-V/def2-TZVPD.

As for the multiplicity: 1. The value obtained for the HOMO-LUMO gap is 0.318 Eh. For the LUMO energy, the calculation gives 0.13 eV. The energy above the lowest of the compared OMol25 structures with the same formula, charge and spin comes out at 0.00 kJ/mol. Its SMILES is O=C(Cn1nnc(-c2ccccc2NC(=O)c2cccs2)n1)Nc1ccccc1. The calculation puts the HOMO energy at -8.52 eV.

Positions of all 45 atoms, in Å:
O1 -1.93783 -3.50217 -0.63780
C1 -1.02685 -2.94479 -0.07283
N1 -1.07991 -1.76604 0.58311
C2 -2.18466 -0.93892 0.80553
C3 -3.45728 -1.22053 0.31913
C4 -4.50478 -0.36457 0.60700
C5 -4.30257 0.76946 1.37455
C6 -3.03572 1.05009 1.85916
C7 -1.98133 0.20353 1.57712
H1 -0.99092 0.42041 1.95349
H2 -2.86660 1.93314 2.45767
H3 -5.12618 1.43127 1.59592
H4 -5.48988 -0.58932 0.22649
H5 -3.61762 -2.10359 -0.27586
H6 -0.18402 -1.39779 0.90677
C8 0.35786 -3.62062 0.04252
N2 1.46571 -2.75111 -0.19517
N3 2.46187 -3.06183 -0.98094
N4 3.27998 -2.07554 -0.97686
C9 2.74745 -1.13028 -0.18050
N5 1.60524 -1.55627 0.35260
C10 3.37997 0.14992 0.08349
C11 4.75791 0.16478 0.28793
C12 5.41299 1.33311 0.62036
C13 4.69088 2.50878 0.75645
C14 3.33138 2.51600 0.51648
C15 2.66237 1.34852 0.15501
N6 1.29430 1.44132 -0.13403
C16 0.63148 0.81075 -1.15425
O2 1.11560 -0.05468 -1.85440
C17 -0.75917 1.24768 -1.33199
C18 -1.70439 0.58798 -2.06938
C19 -2.95173 1.23868 -2.07520
C20 -2.94337 2.39094 -1.35526
S1 -1.41544 2.70430 -0.64931
H7 -3.74440 3.08437 -1.19305
H8 -3.81754 0.86714 -2.59178
H9 -1.49626 -0.33665 -2.57613
H10 0.83904 2.25842 0.25235
H11 2.77219 3.43816 0.59376
H12 5.18971 3.42498 1.03420
H13 6.47967 1.32828 0.78237
H14 5.29793 -0.76441 0.19165
H15 0.42649 -4.04039 1.05439
H16 0.41842 -4.43249 -0.68472

***

This record from the Open Molecules 2025 dataset describes 2 unconnected molecules or ions with the total composition H3O2. The level of theory is ωB97M-V/def2-TZVPD.

The net charge is -1. As for the multiplicity: 1. The value obtained for the HOMO-LUMO gap is 0.312 Eh. For the LUMO energy, the calculation gives 5.52 eV. The energy above the lowest of the compared OMol25 structures with the same formula, charge and spin comes out at 4.06 kJ/mol. The calculation puts the HOMO energy at -2.99 eV.

Positions of all 5 atoms, in Å:
O1 -0.45738 0.03493 1.19451
H1 0.36795 0.26147 1.64161
H2 -0.16141 -0.07822 0.19399
O2 0.41323 0.10675 -1.19175
H3 -0.16239 -0.32493 -1.83835

***

This record from the Open Molecules 2025 dataset describes C2H6NO2P in the gas phase. The level of theory is ωB97M-V/def2-TZVPD.

As for the multiplicity: 1. The value obtained for the HOMO-LUMO gap is 0.327 Eh. For the LUMO energy, the calculation gives 0.65 eV. The energy above the lowest of the compared OMol25 structures with the same formula, charge and spin comes out at 505.93 kJ/mol. Its SMILES is CN(O)[PH2]=C=O. The calculation puts the HOMO energy at -8.26 eV.

Positions of all 12 atoms, in Å:
C1 -2.07361 0.02599 -1.65851
C2 1.23827 0.07050 0.99283
N1 0.18013 0.49198 0.05191
O1 -3.13290 0.40089 -1.70948
O2 0.80686 0.56136 -1.26185
P1 -1.17338 -0.52488 0.08179
H1 2.12003 0.61283 0.74199
H2 0.95356 0.35801 1.98248
H3 1.25395 -1.09103 1.03412
H4 1.13088 1.48244 -1.49677
H5 -0.80372 -0.71830 1.49124
H6 -0.50007 -1.66976 -0.24976